Entry 1
Computed, not measured: an isolated ion of composition C5H9N2 and charge +1, with the ωB97M-V functional and the def2-TZVPD basis.

Each line ends with the Mulliken charge.
Positions of all 16 atoms, in Å:
N -0.121 -0.960 2.082  -0.079
N 0.191 -1.428 0.013  -0.044
C -0.095 -1.958 1.201  -0.210
C 0.380 -0.067 0.112  0.382
C -0.734 1.526 -1.549  -1.114
C 0.099 0.234 1.412  -0.384
C 0.535 0.804 -1.101  -0.603
H -1.508 0.768 -1.708  0.343
H 0.925 0.168 -1.898  0.343
H 0.549 -2.045 -0.708  0.286
H -0.555 2.017 -2.501  0.339
H -1.133 2.236 -0.834  0.350
H 0.309 -1.015 2.999  0.327
H 0.361 1.125 1.954  0.387
H 1.281 1.547 -0.810  0.300
H -0.485 -2.952 1.336  0.376

Calculated values
SMILES = CCc1c[nH]c[nH+]1
Net charge = +1
2S+1 = 1
E_LUMO = -3.9 eV

Entry 2
Computed, not measured: a 2-piece molecular cluster, C5H9N2 overall, with the ωB97M-V functional and the def2-TZVPD basis.

Each line ends with the Mulliken charge.
Positions of all 16 atoms, in Å:
N -0.718 0.883 0.710  -0.240
N 0.569 -0.214 -1.568  -0.032
C -1.032 1.169 1.774  0.279
C 1.263 -1.512 -2.093  -0.293
C -0.727 -0.104 -1.719  -0.251
C -1.376 1.333 3.104  -0.862
C 1.246 -1.165 -0.725  -0.174
H 0.610 -1.833 -0.151  0.200
H -1.006 0.863 -2.305  0.247
H 1.924 -1.450 -2.937  0.283
H 1.949 -0.633 -0.212  0.303
H 1.160 0.691 -1.756  0.400
H -0.562 0.804 3.558  0.246
H -1.420 2.388 3.346  0.298
H 0.543 -2.205 -2.426  0.301
H -2.422 0.985 3.399  0.295

Calculated values
Net charge = +1
2S+1 = 1
E_LUMO = -4.8 eV

Entry 3
Computed, not measured: an isolated ion of composition C5H9N2 and charge +1, with the ωB97M-V functional and the def2-TZVPD basis.

Each line ends with the Mulliken charge.
Positions of all 16 atoms, in Å:
N 0.823 -0.602 0.316  0.182
N -1.215 0.596 0.054  0.178
C 1.781 -1.212 0.561  0.463
C 3.108 -1.755 0.532  -0.781
C -0.465 -0.345 0.608  -0.235
C -0.684 1.231 -1.112  -1.040
C -2.616 0.800 0.413  -0.805
H -2.985 1.752 0.657  0.368
H 3.708 -0.771 0.439  0.289
H 3.199 -2.252 1.528  0.314
H -0.762 0.677 -2.048  0.373
H -3.251 0.615 -0.595  0.316
H 2.988 -2.449 -0.355  0.299
H 0.369 1.453 -1.089  0.356
H -2.827 0.182 1.374  0.297
H -1.170 2.079 -1.283  0.426

Calculated values
Net charge = +1
2S+1 = 1
E_LUMO = -4.8 eV

Entry 4
Computed, not measured: a 2-piece molecular cluster, C5H9N2 overall, with the ωB97M-V functional and the def2-TZVPD basis.

Each line ends with the Mulliken charge.
Positions of all 16 atoms, in Å:
N 1.254 -0.793 -0.587  -0.274
N -1.354 2.241 -0.008  -0.192
C -1.295 1.858 1.395  -0.135
C 1.428 -2.124 -0.868  -0.390
C -2.320 1.225 -0.634  -0.283
C 2.060 -1.436 0.363  -0.332
C -1.155 0.868 0.332  0.237
H 0.582 -2.785 -0.730  0.241
H 1.920 -1.809 1.392  0.233
H -3.312 1.283 -0.375  0.289
H 1.570 -0.134 -1.312  0.281
H 2.185 -2.200 -1.695  0.262
H -2.169 1.644 2.030  0.281
H -0.380 2.190 1.944  0.274
H -2.160 1.118 -1.631  0.266
H 3.146 -1.145 0.385  0.240

Calculated values
Net charge = +1
2S+1 = 1
E_LUMO (spin up / spin down) = -6.8 / -7.3 eV

The structure with the most favorable energy is entry 1; the runner-up is 105.1 kcal/mol above it.

Entry 1
Computed, not measured: a 2-piece molecular cluster, C5H9N2 overall, with the ωB97M-V functional and the def2-TZVPD basis.

Each line ends with the Mulliken charge.
Positions of all 16 atoms, in Å:
N 2.041 0.432 -1.037  -0.010
N -1.929 0.872 -0.307  -0.500
C -2.695 0.630 0.557  0.340
C -3.584 0.382 1.691  -0.679
C 3.923 -1.129 -1.231  -0.866
C 0.877 0.724 -1.388  -0.124
C 3.167 -0.005 -0.615  0.081
H 3.586 0.497 0.285  0.358
H 0.616 1.651 -2.035  0.307
H 4.571 -1.438 -0.386  0.271
H 3.187 -1.877 -1.490  0.332
H -3.502 1.330 2.163  0.274
H -0.108 0.094 -0.876  0.308
H -3.135 -0.580 2.121  0.263
H -4.526 0.216 1.320  0.293
H 4.364 -0.965 -2.153  0.354

Calculated values
Net charge = +1
2S+1 = 1
E_LUMO = -4.5 eV

Entry 2
Computed, not measured: a 2-piece molecular cluster, C5H9N2 overall, with the ωB97M-V functional and the def2-TZVPD basis.

Each line ends with the Mulliken charge.
Positions of all 16 atoms, in Å:
N -2.025 1.259 0.382  -0.289
N 1.264 -0.046 -0.069  0.048
C -1.869 0.170 -0.029  0.595
C 0.176 -0.416 -0.606  -0.236
C -2.546 -1.078 -0.135  -1.043
C 2.670 -0.040 -0.025  -0.343
C 1.938 1.044 0.686  -0.415
H 0.093 -1.254 -1.335  0.299
H 3.353 0.015 -1.002  0.259
H -2.276 -1.352 -1.138  0.349
H -3.587 -0.756 -0.103  0.317
H 2.995 -0.933 0.531  0.257
H -2.154 -1.893 0.487  0.352
H -1.560 2.147 0.475  0.282
H 1.597 1.073 1.658  0.325
H 1.930 2.060 0.225  0.241

Calculated values
Net charge = +1
2S+1 = 1
E_LUMO = -3.9 eV

The structure with the most favorable energy is entry 1; the runner-up is 55.4 kcal/mol above it.

Entry 1
Computed, not measured: an isolated molecule of C5H10S2, with the ωB97M-V functional and the def2-TZVPD basis.

Each line ends with the Mulliken charge.
Positions of all 17 atoms, in Å:
S 2.055 -1.073 0.716  -0.186
S 1.872 1.625 -0.666  -0.259
C -0.397 -0.180 -0.642  -0.174
C 0.972 0.184 -0.078  0.362
C -0.458 0.331 0.747  0.251
C -0.657 -1.613 -1.225  -1.564
C -0.963 1.678 1.163  -1.516
H 1.179 -2.044 0.537  0.083
H -2.031 1.752 1.105  0.353
H -0.724 2.476 0.520  0.356
H 3.126 1.221 -0.291  0.124
H -0.630 0.362 -1.523  0.309
H -0.415 -0.455 1.508  0.355
H -0.667 1.748 2.201  0.358
H -1.317 -2.296 -0.605  0.291
H -1.187 -1.605 -2.119  0.429
H 0.242 -2.111 -1.348  0.428

Calculated values
SMILES = C[C@H]1[C@H](C)C1(S)S
2S+1 = 1
E_LUMO = 0.7 eV

Entry 2
Computed, not measured: an isolated molecule of C5H10S2, with the ωB97M-V functional and the def2-TZVPD basis.

Each line ends with the Mulliken charge.
Positions of all 17 atoms, in Å:
S -0.555 -1.825 -1.077  -0.070
S -0.690 1.417 -0.680  0.016
C 0.431 -0.931 -2.284  -0.792
C -0.929 2.829 0.428  -0.931
C -0.016 0.279 0.542  -0.526
C 0.384 -1.973 1.517  -1.151
C 0.035 -1.067 0.424  0.508
H -0.452 -2.410 2.040  0.282
H 0.106 3.163 0.736  0.260
H 0.328 -1.404 -3.323  0.294
H 0.350 0.164 -2.356  0.240
H 0.431 0.737 1.435  0.281
H 1.018 -2.793 1.126  0.304
H -1.291 3.649 -0.160  0.364
H 1.477 -1.096 -1.964  0.290
H -1.615 2.664 1.339  0.290
H 0.987 -1.402 2.257  0.340

Calculated values
SMILES = CS/C=C(/C)SC
2S+1 = 1
E_LUMO = 0.8 eV

The structure with the most favorable energy is entry 2; the runner-up is 23.6 kcal/mol above it.